{
  "formula": "C4H12NO2",
  "method": "ωB97M-V/def2-TZVPD",
  "elements": ["C", "C", "C", "C", "O", "N", "H", "H", "H", "H", "H", "H", "H", "H", "H", "H", "H", "H", "O"],
  "positions_angstrom": [[-0.746335, -0.235225, -0.480543], [-1.148413, -1.030855, 0.774792], [0.220082, -1.345233, 1.612858], [0.578974, -0.376224, 2.671934], [0.336067, 0.803264, 2.492113], [0.502559, 0.750853, -0.366129], [-0.334941, -0.991989, -1.175547], [-1.479076, 0.335086, -0.979761], [-1.772958, -0.477932, 1.459967], [-1.675411, -2.031700, 0.371947], [0.211470, -2.250458, 2.015076], [0.922298, -1.030856, 0.882254], [1.004847, -0.821922, 3.556929], [0.169920, 1.447478, 0.262782], [0.680694, 1.127755, -1.291029], [1.377158, 0.288484, -0.063962], [-0.363549, 2.058211, -3.742245], [0.962951, 1.963871, -4.457173], [0.553664, 1.817392, -3.544264]],
  "forces_ev_per_angstrom": [[2.490, -1.641, -0.385], [0.990, -1.150, 0.333], [-2.472, 3.659, -2.250], [-1.879, 1.333, -0.753], [0.674, -0.325, 0.638], [-1.258, -1.695, -0.427], [-0.450, 0.471, 0.028], [-0.995, 0.613, -0.298], [-0.584, 0.077, -0.164], [1.241, 2.352, 1.175], [0.545, -4.285, 0.864], [1.484, -1.610, -0.454], [0.545, 0.307, 0.801], [0.495, 1.027, 1.023], [-0.044, 0.371, -0.530], [-0.716, 0.582, 0.100], [0.076, -0.041, 0.247], [-0.413, -0.403, 1.961], [0.272, 0.357, -1.909]],
  "nbo_charge": [-0.2042, -0.4093, -0.4873, 0.4474, -0.5556, -0.6946, 0.2199, 0.2329, 0.2399, 0.2670, 0.2379, 0.1932, 0.1545, 0.4567, 0.4629, 0.4342, 0.4795, 0.5020, -0.9769],
  "homo_energy_ev": -14.09,
  "lumo_ev": -3.21,
  "e_above_lowest_kcal_mol": 56.9,
  "total_charge": 1,
  "spin_multiplicity": 1
}